No. 1
# C5H10NS

2 unconnected molecules or ions with the total composition C5H10NS in a non-equilibrium geometry (ωB97M-V/def2-TZVPD, OMol25).

```
! RIJCOSX wB97M-V def2-TZVPD def2/J DEFGRID3
* xyz 1 1
C -2.71386 0.59730 0.01809
C 1.18809 -1.12332 -0.69528
C 1.21674 -0.77605 0.77597
C 0.80974 0.06565 -1.40700
C 0.56337 0.72227 0.88955
N 0.36025 0.97607 -0.50902
S -2.43576 -0.99755 0.15783
H -3.85161 1.02621 0.20523
H 1.93392 -1.81962 -1.08353
H 0.28604 -1.86338 -0.87367
H 0.47859 -1.24060 1.55630
H 2.17906 -0.85455 1.34084
H -2.10231 1.31098 0.41128
H 0.77227 0.12299 -2.52103
H -0.41619 0.72206 1.42791
H 1.26683 1.34789 1.39954
H 0.46482 1.78363 -1.09302
*
```

Values from the calculation:
- E_HOMO: -12.6 eV
- Frontier orbital gap: 7.493 eV
- M: 116.21 g mol⁻¹
- E_LUMO: -5.0931 eV
- Largest force on an atom: 0.11597 Eh/bohr
- Energy relative to the best compared isomer or geometry (same formula, charge and spin): 95.55 kcal/mol


No. 2
# C7H13BrN

A gas-phase ion, C7H13BrN (charge +1) in a non-equilibrium geometry (ωB97M-V/def2-TZVPD, OMol25).

```
! RIJCOSX wB97M-V def2-TZVPD def2/J DEFGRID3
* xyz 1 3
C -2.38909 -0.30026 -1.08129
C -1.90587 0.71266 -0.39616
C -1.48114 -1.49270 -1.27659
C -0.12692 -0.85837 -0.86836
C 2.05406 0.86140 0.58284
C -0.64019 -0.30270 1.55070
C 0.59588 1.31730 0.18634
N -0.45147 0.28690 0.17279
Br -2.54234 2.44669 0.09565
H -3.36366 -0.25852 -1.55780
H -1.75639 -2.20218 -0.51938
H -1.53231 -1.81742 -2.35623
H 0.70140 -1.57953 -0.39065
H 0.36998 -0.16953 -1.68129
H 2.07849 0.13670 1.34225
H 2.62967 0.54348 -0.32142
H 2.73604 1.66300 1.08872
H 0.39730 -0.70612 1.66370
H -0.89277 0.52166 2.22167
H -1.32948 -1.16710 1.36470
H 0.61206 1.68367 -0.74736
H 0.36412 1.95117 0.94135
*
```

Values from the calculation:
- E_HOMO (spin up / spin down): -9.8 / -15.2 eV
- Frontier orbital gap (spin up / spin down): 6.843 / 8.305 eV
- M: 191.09 g mol⁻¹
- E_LUMO (spin up / spin down): -2.9089 / -6.9169 eV
- Largest force on an atom: 0.24956 Eh/bohr
- Energy relative to the best compared isomer or geometry (same formula, charge and spin): 26.62 kcal/mol
- <S²>: 2.009